No. 1
{
  "formula": "C28H19ClN6O4PtS6",
  "method": "ωB97M-V/def2-TZVPD",
  "e_homo_ev": -7.40,
  "de_lowest_ev": 0.275,
  "e_tot_ha": -4676.5556,
  "multiplicity": 1,
  "species": ["Pt", "Cl", "S", "S", "S", "S", "S", "S", "O", "O", "O", "O", "N", "N", "N", "N", "N", "N", "C", "C", "C", "C", "C", "C", "C", "C", "C", "C", "C", "C", "C", "C", "C", "C", "C", "C", "C", "C", "C", "C", "C", "C", "C", "C", "C", "C", "H", "H", "H", "H", "H", "H", "H", "H", "H", "H", "H", "H", "H", "H", "H", "H", "H", "H", "H"],
  "xyz": [[-0.51, 0.32, -0.44], [-0.48, -3.19, -8.80], [-1.99, -2.29, -2.16], [-3.91, 3.70, -0.68], [-1.97, 4.55, 1.30], [-4.45, 6.13, 0.93], [-2.20, 1.38, -1.61], [-0.07, 2.29, 0.61], [0.24, 1.35, -5.15], [0.14, -0.08, 3.49], [0.34, -0.59, -3.22], [0.80, 1.10, -1.82], [-0.76, -1.84, -1.06], [-2.05, -0.26, 0.81], [1.28, -0.68, 0.30], [-2.87, -3.71, 3.60], [-0.46, -1.61, 5.05], [0.79, -3.41, -1.86], [-1.56, 3.14, 0.35], [-0.60, -1.00, 3.84], [0.39, -4.40, -5.40], [-1.04, -3.08, -3.42], [0.22, -3.59, -3.15], [-0.24, -1.87, -7.69], [-1.64, -1.55, 2.96], [-1.86, -0.86, 1.81], [2.09, -0.17, 1.23], [1.02, -1.64, -7.16], [0.14, 0.24, -5.95], [0.38, -2.44, -1.02], [1.23, 1.39, -4.16], [1.20, -0.58, -6.28], [2.10, -2.87, 0.78], [-1.15, -0.01, -6.45], [-0.86, -3.89, -5.68], [-2.30, 0.83, -6.00], [-2.34, -2.73, 3.28], [0.94, -4.23, -4.13], [1.30, -2.00, 0.07], [-3.50, 4.87, 0.53], [-1.32, -1.07, -7.32], [0.74, 0.54, -2.99], [-1.58, -3.22, -4.69], [2.94, -0.97, 1.97], [2.93, -2.34, 1.77], [-2.45, 2.75, -0.57], [-2.30, -1.29, -7.72], [1.85, -2.27, -7.43], [1.93, -4.61, -3.91], [-1.15, -2.27, 5.38], [-2.55, -2.80, -4.91], [-2.15, 1.88, -6.26], [2.19, 1.00, -4.51], [-2.40, 0.79, -4.91], [3.57, -0.52, 2.72], [3.56, -2.99, 2.36], [-1.30, -4.02, -6.66], [2.05, -3.93, 0.60], [0.96, -4.91, -6.16], [2.06, 0.90, 1.37], [1.36, 2.43, -3.86], [1.75, -3.71, -1.76], [-3.23, 0.49, -6.45], [0.17, -1.19, 5.71], [2.18, -0.42, -5.86]]
}

***

No. 2
{
  "formula": "C28H19F2NO",
  "method": "ωB97M-V/def2-TZVPD",
  "e_homo_ev": -6.21,
  "de_lowest_ev": 0.028,
  "e_tot_ha": -1407.9950,
  "multiplicity": 1,
  "species": ["F", "F", "O", "N", "C", "C", "C", "C", "C", "C", "C", "C", "C", "C", "C", "C", "C", "C", "C", "C", "C", "C", "C", "C", "C", "C", "C", "C", "C", "C", "C", "C", "H", "H", "H", "H", "H", "H", "H", "H", "H", "H", "H", "H", "H", "H", "H", "H", "H", "H", "H"],
  "xyz": [[-2.82, 6.09, -0.87], [3.64, 6.06, -0.82], [2.05, -0.98, -0.38], [-0.04, -1.17, -3.36], [-2.54, 4.76, -0.90], [-3.37, -3.58, -0.69], [-1.25, -2.46, -0.40], [2.05, -2.24, 2.18], [-1.99, 2.05, -0.93], [1.35, -2.69, 1.07], [4.07, 2.45, -0.92], [-0.01, -1.94, -0.95], [3.34, 4.73, -0.88], [0.83, -3.98, 1.09], [0.01, -1.52, -2.23], [-1.24, 4.33, -0.91], [1.70, 2.94, -0.90], [2.03, 4.31, -0.89], [-3.29, 2.48, -0.92], [1.58, -4.28, 3.34], [-3.57, 3.84, -0.90], [2.16, -3.03, 3.31], [-3.63, -3.44, 0.66], [0.92, -4.76, 2.23], [-2.73, -2.80, 1.48], [4.36, 3.80, -0.90], [1.18, -1.80, -0.12], [-2.20, -3.09, -1.22], [2.77, 2.03, -0.92], [-1.56, -2.30, 0.96], [-0.91, 2.95, -0.91], [0.39, 2.39, -0.88], [-0.48, 5.08, -0.92], [-4.10, 1.77, -0.91], [5.38, 4.14, -0.87], [0.47, -5.74, 2.24], [2.55, 0.97, -0.90], [-1.79, 0.99, -0.96], [0.32, -4.36, 0.22], [-4.58, 4.19, -0.88], [2.49, -1.26, 2.15], [2.72, -2.68, 4.16], [-1.99, -3.20, -2.27], [-4.09, -4.05, -1.33], [1.28, 5.07, -0.87], [-2.94, -2.67, 2.53], [0.39, 1.32, -0.84], [-4.56, -3.80, 1.07], [1.66, -4.90, 4.22], [-0.89, -1.74, 1.59], [4.87, 1.73, -0.92]]
}

***

No. 3
{
  "formula": "C28H20BiF9N6O5Se",
  "method": "ωB97M-V/def2-TZVPD",
  "e_homo_ev": -8.00,
  "de_lowest_ev": 0.049,
  "e_tot_ha": -5298.6089,
  "multiplicity": 1,
  "species": ["Bi", "Se", "F", "F", "F", "F", "F", "F", "F", "F", "F", "O", "O", "O", "O", "O", "N", "N", "N", "N", "N", "N", "C", "C", "C", "C", "C", "C", "C", "C", "C", "C", "C", "C", "C", "C", "C", "C", "C", "C", "C", "C", "C", "C", "C", "C", "C", "C", "C", "C", "H", "H", "H", "H", "H", "H", "H", "H", "H", "H", "H", "H", "H", "H", "H", "H", "H", "H", "H", "H"],
  "xyz": [[-0.32, -0.60, 0.32], [3.55, 6.54, 0.73], [1.43, -2.78, 2.01], [5.26, -2.29, 2.29], [5.01, -1.89, 0.18], [1.41, -0.95, 3.15], [2.93, 1.09, 2.09], [4.08, -0.06, 3.53], [4.93, 0.43, 1.59], [2.83, -2.51, 3.63], [3.88, -3.48, 1.11], [-3.04, -2.40, -0.01], [2.00, -2.47, -1.55], [-1.46, 0.13, -1.31], [-2.20, -0.68, 1.41], [2.54, -0.91, 0.45], [0.69, -2.47, -1.24], [-0.32, 1.76, 1.24], [3.65, 5.20, -0.42], [2.20, 5.84, 1.64], [-1.78, -2.43, -0.49], [1.15, 1.12, -0.99], [1.92, 4.70, 1.06], [4.36, -2.23, 1.30], [-1.51, -3.27, -1.40], [3.19, -1.23, 1.57], [-1.07, 2.05, 2.30], [-3.30, -1.08, 0.71], [3.22, 2.70, -1.90], [1.85, 0.77, -2.05], [-3.19, 1.38, -2.23], [0.39, -4.25, -2.89], [-0.07, -3.29, -1.84], [-2.76, 0.46, -1.27], [-3.71, -0.07, -0.37], [0.63, 2.62, 0.84], [-4.41, -1.49, 1.65], [2.23, -1.89, 2.62], [-0.92, 3.23, 3.01], [0.85, 3.82, 1.52], [3.80, 0.06, 2.22], [-4.51, 1.77, -2.33], [-5.45, 1.25, -1.44], [1.44, 2.26, -0.35], [0.06, 4.12, 2.62], [2.91, 1.53, -2.54], [2.72, 4.34, -0.08], [2.47, 3.09, -0.79], [-5.03, 0.34, -0.48], [-2.51, -4.22, -1.98], [-5.23, -1.99, 1.13], [3.47, 1.19, -3.40], [-1.56, 3.43, 3.86], [-3.51, -3.83, -1.82], [4.03, 3.34, -2.23], [-4.78, -0.61, 2.18], [0.22, 5.05, 3.15], [-4.81, 2.48, -3.09], [-2.44, -5.19, -1.48], [-0.01, -3.97, -3.87], [-2.34, -4.38, -3.04], [-2.44, 1.77, -2.91], [-5.77, -0.06, 0.20], [1.56, -0.16, -2.54], [1.47, -4.24, -2.94], [-1.81, 1.30, 2.56], [0.05, -5.27, -2.68], [-3.97, -2.18, 2.37], [2.37, -1.85, -0.83], [-6.49, 1.55, -1.50]]
}